# 1
Computed, not measured: the molecule H3O2PS, with ωB97M-V/def2-TZVPD.

Each line ends with the Mulliken charge.
Cartesian coordinates (Å):
1 O -0.634 0.517 1.364  -0.5428
2 P 0.405 0.752 0.018  0.3664
3 O -0.757 1.047 -1.002  -0.3637
4 S 0.795 -1.310 -0.468  -0.2909
5 H -0.191 0.343 2.277  0.3225
6 H -1.527 1.214 -0.464  0.3476
7 H 2.125 -1.520 -0.521  0.1609

Calculated values
- E_LUMO (eV) = 0.651
- SMILES = OP(O)S
- orbital gap (Ha) = 0.357
- net charge = 0
- ΔE to the lowest compared entry with this formula, charge and spin (kJ/mol) = 75.4



# 2
Computed, not measured: a cluster of 3 separate species, C4H13N3 in total, with ωB97M-V/def2-TZVPD.

Each line ends with the Mulliken charge.
Cartesian coordinates (Å):
1 H 0.606 -0.464 -2.295  0.2396
2 N 0.010 0.300 -1.977  -0.6715
3 C -1.123 -0.050 -1.540  0.0114
4 C -1.675 -1.440 -1.468  -0.9724
5 H -1.823 0.754 -1.333  0.4223
6 H -0.897 -2.188 -1.602  0.2938
7 H -2.168 -1.601 -0.516  0.3091
8 H -2.437 -1.573 -2.248  0.3296
9 H 2.833 1.585 1.738  0.1921
10 N 2.310 1.759 0.873  -0.5723
11 C 1.874 0.721 0.317  -0.1475
12 N 2.063 -0.581 0.687  -0.4343
13 H 1.275 0.862 -0.656  0.6538
14 H 1.508 -1.305 0.266  0.1954
15 H 2.447 -0.778 1.599  0.1882
16 C -0.950 0.799 1.641  -0.9502
17 H -0.903 0.015 0.856  -0.0524
18 H -2.003 0.946 1.867  0.3201
19 H -0.521 1.706 1.237  0.3329
20 H -0.424 0.533 2.552  0.3124

Calculated values
- E_LUMO (eV) = 0.769
- SMILES = [H]/N=C\C.[H]/N=C\N.C
- orbital gap (Ha) = 0.362
- net charge = 0
- ΔE to the lowest compared entry with this formula, charge and spin (kJ/mol) = 134.2



Which max |F| belongs to each record? In order, 3.1 2.1 eV Å⁻¹.